ORCA calculation (ωB97M-V/def2-TZVPD) on one molecule with the formula H7N3OP2.

2S+1 = 1
SMILES = NP(N)#P(N)O
E_LUMO = 0.431 eV
Energy relative to the best compared isomer or geometry (same formula, charge and spin) = 1.154 eV
Frontier orbital gap = 8.59 eV
E_HOMO = -8.16 eV
Energy = -25208.614 eV

Bonds (Å) are listed after each position.
Positions of all 13 atoms, in Å:
1 N 1.581 -0.783 0.512  P5 1.729, H7 1.044, H8 1.030
2 N 0.813 0.847 -1.181  P5 1.689, H9 1.032, H10 1.066
3 N -0.960 -0.345 1.326  P6 1.633, H11 1.035, H12 0.985
4 O -2.313 0.144 -1.043  P6 2.140, H13 0.941
5 P 0.739 -0.830 -0.997  N1 1.729, N2 1.689, P6 2.306
6 P -1.243 -1.342 0.064  N3 1.633, O4 2.140, P5 2.306
7 H 2.317 -0.043 0.472  N1 1.044
8 H 1.885 -1.645 0.986  N1 1.030
9 H 0.312 1.276 -0.387  N2 1.032
10 H 0.232 1.025 -2.056  N2 1.066
11 H -1.364 -0.385 2.278  N3 1.035
12 H -0.305 0.388 1.277  N3 0.985
13 H -3.020 -0.385 -1.368  O4 0.941